No. 1
The following is a DFT calculation (wB97M-V/def2-TZVPD) of a 5-piece molecular cluster, C16H28ClN4O4 overall.

```
! wB97M-V def2-TZVPD RIJCOSX def2/J DEFGRID3
* xyz -1 1
Cl -0.94611 -0.32257 0.23104
O -0.53471 1.02767 0.12535
O -1.30171 -0.74204 -1.13871
O 0.11627 -1.12851 0.79000
O -2.12105 -0.44450 1.05640
C -7.71318 6.16724 1.33470
C -6.68505 5.74834 2.44855
C -5.51652 4.97791 1.82538
C -4.70817 5.86680 0.96897
N -4.07937 6.55551 0.25441
H -7.31490 6.98192 0.72992
H -8.66537 6.47904 1.76390
H -7.85579 5.30607 0.68189
H -7.28277 5.14784 3.13429
H -6.30037 6.52063 3.11466
H -5.80496 4.08133 1.27671
H -4.92327 4.63622 2.67355
C -2.90465 -6.69721 1.98808
C -3.33912 -7.50841 0.73099
C -2.87499 -6.84376 -0.51179
C -1.38938 -6.79147 -0.65204
N -0.25564 -6.72217 -0.75332
H -3.13306 -5.63398 1.91406
H -1.84588 -6.87667 2.17493
H -3.48084 -7.08513 2.82809
H -4.42349 -7.61720 0.71107
H -2.93513 -8.51779 0.80868
H -3.20243 -5.81259 -0.64431
H -3.20487 -7.38403 -1.39914
C 8.08546 2.24280 4.86604
C 7.31226 0.92011 4.78904
C 6.10546 0.77660 3.79004
C 6.35620 1.06468 2.33002
N 6.50311 1.27138 1.21535
H 8.31435 2.60854 3.86507
H 9.04445 2.13445 5.37269
H 7.60147 2.99143 5.49326
H 6.96249 0.70450 5.79864
H 8.01198 0.12055 4.54575
H 5.29540 1.44332 4.08565
H 5.57405 -0.17307 3.85198
C 2.31279 -0.31933 -7.92366
C 1.86653 0.60653 -6.74995
C 2.78546 0.48580 -5.56220
C 3.01295 -0.82328 -4.94412
N 3.23170 -1.84956 -4.44056
H 1.63678 -0.22813 -8.77383
H 2.37104 -1.34791 -7.56766
H 3.33607 -0.07087 -8.20521
H 0.85269 0.33349 -6.45722
H 1.87282 1.64403 -7.08409
H 2.45259 1.21329 -4.82190
H 3.72826 0.88214 -5.93920
*
```

Calculated values
Orbital gap = 7.819 eV
Energy above the lowest of the compared OMol25 structures with the same formula, charge and spin = 417.08 kJ/mol
HOMO level = -5.3741 eV
LUMO energy = 0.08984 hartree
Calculated total energy = -43711.74440 eV

***

No. 2
The following is a DFT calculation (wB97M-V/def2-TZVPD) of the molecule C2H2BrN3O.

```
! wB97M-V def2-TZVPD RIJCOSX def2/J DEFGRID3
* xyz 0 1
C -3.05199 2.11355 -0.88770
C 0.29541 0.17910 0.26395
N -2.43824 2.18584 0.28833
N -1.50450 1.61281 0.75247
N -0.51892 1.10913 0.34207
O -3.19777 2.90985 -1.76641
Br -3.84405 0.40448 -1.16993
H -0.05334 -0.76914 0.38702
H 1.36165 0.39003 0.24825
*
```

Calculated values
Orbital gap = 9.304 eV
Energy above the lowest of the compared OMol25 structures with the same formula, charge and spin = 107.23 kJ/mol
SMILES = C=N/N=N\C(=O)Br
HOMO level = -9.4646 eV
LUMO energy = -0.00590 hartree
Calculated total energy = -78662.20724 eV

***

No. 3
The following is a DFT calculation (wB97M-V/def2-TZVPD) of the molecule C2H5NO2S.

```
! wB97M-V def2-TZVPD RIJCOSX def2/J DEFGRID3
* xyz 0 1
C 0.36924 0.35529 0.05474
C -1.03381 0.50301 -0.67019
N 1.15503 -0.68756 -0.24169
O 0.70390 1.29079 0.77175
O 2.34615 -1.03509 0.32535
S -2.22348 -0.36505 0.39491
H -1.08547 0.01687 -1.67102
H -1.29215 1.60363 -0.74717
H 0.86055 -1.34236 -0.97825
H 2.48384 -0.82088 1.26576
H -2.28377 0.48136 1.49582
*
```

Calculated values
Orbital gap = 9.935 eV
Energy above the lowest of the compared OMol25 structures with the same formula, charge and spin = 211.58 kJ/mol
SMILES = O=C(CS)NO
HOMO level = -9.2229 eV
LUMO energy = 0.02618 hartree
Calculated total energy = -18573.37631 eV

***

No. 4
The following is a DFT calculation (wB97M-V/def2-TZVPD) of the molecule C3H9N3S.

```
! wB97M-V def2-TZVPD RIJCOSX def2/J DEFGRID3
* xyz 0 1
C 2.35401 1.16670 0.26964
C 1.94904 -0.21000 0.75987
C -0.66155 -0.09402 -0.25152
H 1.43384 1.68281 0.29349
H 3.25253 1.57682 0.90768
H 2.42900 1.14946 -0.89610
H 1.17519 -0.20281 1.59856
H 2.79260 -1.00073 0.83376
H 0.14322 1.14015 -1.24376
H -1.53790 -0.81648 1.49585
H -3.01005 1.30591 0.63171
H -3.64620 0.26087 -0.41360
N -0.69784 1.07228 -0.81405
N -1.83675 -0.48659 0.33628
N -3.02228 0.24410 0.43636
S 0.87606 -1.00504 -0.47410
*
```

Calculated values
Orbital gap = 9.666 eV
Energy above the lowest of the compared OMol25 structures with the same formula, charge and spin = 364.01 kJ/mol
SMILES = [H]/N=C(/NN)SCC
HOMO level = -8.9606 eV
LUMO energy = 0.02593 hartree
Calculated total energy = -18558.90679 eV

***

No. 5
The following is a DFT calculation (wB97M-V/def2-TZVPD) of C26H29NSr as an isolated structure.

```
! wB97M-V def2-TZVPD RIJCOSX def2/J DEFGRID3
* xyz 0 1
Sr -0.61370 -0.48522 1.02920
C 1.17832 -0.12960 3.55536
C 0.24126 -1.05951 3.99331
C -1.09722 -0.68884 4.12424
C -1.49797 0.60338 3.80068
C -0.56065 1.53180 3.35617
C 0.77719 1.16706 3.23669
H 2.21436 -0.41559 3.42834
H 0.55367 -2.06642 4.23988
H -1.82587 -1.40870 4.47488
H -2.54029 0.88365 3.85961
H -0.88667 2.52418 3.07618
H 1.50570 1.88571 2.88472
C 2.21617 -4.33562 2.17855
C 2.46619 -3.57141 0.90240
C 3.48016 -3.96020 0.03804
C 3.69360 -3.21183 -1.11812
C 4.76873 -3.61164 -2.09700
C 2.92755 -2.08984 -1.39365
C 1.89436 -1.62166 -0.53664
C 1.69686 -2.45527 0.60790
N 1.10955 -0.52675 -0.67712
C 1.07518 0.46173 -1.75284
C -0.19955 0.22300 -2.58519
C 2.25339 0.55550 -2.73385
C 0.94819 1.83655 -1.07173
H 2.62723 -5.34259 2.12166
H 1.14785 -4.41935 2.39032
H 2.68987 -3.83537 3.02777
H 4.08337 -4.83357 0.25484
H 5.29096 -4.50831 -1.76467
H 5.50300 -2.81266 -2.21322
H 4.34233 -3.81093 -3.08153
H 3.15644 -1.56948 -2.30686
H 0.94839 -2.27259 1.37954
H -0.16790 -0.77458 -3.02740
H -0.29266 0.95884 -3.38813
H -1.09204 0.30345 -1.95690
H 2.27937 -0.28912 -3.42010
H 3.20770 0.63438 -2.21137
H 2.12307 1.45589 -3.33736
H 0.06178 1.87585 -0.42724
H 0.83561 2.63317 -1.81012
H 1.83646 2.03837 -0.46922
C -2.63966 1.05846 0.58474
C -3.40953 1.84232 0.04498
C -4.30222 2.75387 -0.61381
C -3.89313 3.41049 -1.77918
C -4.74459 4.28723 -2.43190
C -6.01865 4.52569 -1.93468
C -6.43391 3.88020 -0.77809
C -5.58559 3.00259 -0.12196
H -2.89986 3.22040 -2.16475
H -4.41250 4.78545 -3.33405
H -6.68453 5.20923 -2.44543
H -7.42634 4.06082 -0.38456
H -5.90883 2.49738 0.77871
*
```

Calculated values
Orbital gap = 6.198 eV
Energy above the lowest of the compared OMol25 structures with the same formula, charge and spin = 0.00 kJ/mol
HOMO level = -6.5140 eV
LUMO energy = -0.01163 hartree
Calculated total energy = -29757.12515 eV

***

Number 1: maximum force 0.0616 Eh/bohr. Number 2: maximum force 0.0831 Eh/bohr. Number 3: maximum force 0.0538 Eh/bohr. Number 4: maximum force 0.1313 Eh/bohr. Number 5: maximum force 0.0113 Eh/bohr.